[1]
Computed, not measured: a 12-piece molecular cluster, H25O12 overall, with ωB97M-V/def2-TZVPD.

Frontier orbital gap   10.3 eV
Charge   +1
ΔE to the lowest compared entry with this formula, charge and spin   4.4134 eV

Element x y z (Å)
O (-3.45, -0.01, 0.53)
H (-1.42, -3.09, 3.24)
H (-0.17, 4.91, 0.45)
O (1.69, -1.49, 1.48)
H (1.94, 0.90, -3.06)
H (-2.60, 2.88, -0.68)
O (-0.07, 1.91, -2.80)
O (3.43, -1.24, -0.38)
O (-0.03, -4.49, -0.15)
H (0.22, 2.47, -3.52)
H (-4.18, 0.55, 0.65)
H (0.92, -2.18, 1.56)
H (2.45, -1.71, 0.95)
O (-1.19, -2.51, 2.48)
H (-2.54, 0.32, 0.72)
O (0.14, 0.19, 0.20)
H (1.31, -0.26, -2.29)
H (0.13, -4.54, 0.79)
O (1.11, -2.71, -1.65)
H (1.77, -3.46, -1.69)
H (1.35, -0.77, 0.75)
H (-0.97, 1.83, -2.68)
H (-1.42, -1.53, 2.45)
H (-0.69, 4.27, 1.80)
H (0.30, 0.86, -0.58)
H (-1.70, 3.34, 0.24)
O (2.08, 0.16, -2.49)
H (-0.61, 2.55, 3.21)
H (-0.31, -3.54, -0.26)
H (-1.55, 1.84, 1.94)
O (-1.24, 2.42, 2.51)
O (-1.65, 2.73, -0.56)
H (-0.65, -0.23, -0.09)
H (4.02, -1.59, -1.07)
H (0.66, -2.83, -2.51)
O (0.15, 4.55, 1.29)
H (2.78, -0.50, -0.77)

---

[2]
Computed, not measured: C44H66AsEuFNOSSi as an isolated structure, with ωB97M-V/def2-TZVPD.

Frontier orbital gap (alpha / beta)   6.0 / 6.5 eV
⟨S²⟩   12.02
Multiplicity   7
ΔE to the lowest compared entry with this formula, charge and spin   0.0000 eV

Element x y z (Å)
H (12.86, -22.31, 3.35)
H (6.95, -16.81, 0.12)
H (14.99, -16.50, 8.11)
H (10.50, -11.93, 0.61)
C (12.30, -18.10, 5.54)
H (16.07, -20.38, 0.56)
C (17.34, -21.72, 5.48)
H (6.67, -15.28, -0.84)
C (13.46, -21.36, 3.23)
As (13.37, -15.39, 1.06)
H (14.31, -16.02, 10.56)
Si (13.74, -21.30, 1.28)
H (14.35, -21.44, 3.86)
C (16.55, -15.58, 6.89)
H (11.52, -12.66, 1.83)
H (18.06, -15.60, 4.62)
H (16.91, -13.34, 0.08)
C (17.91, -15.25, 6.72)
C (16.04, -16.12, 8.06)
H (6.76, -15.25, 0.95)
H (9.46, -18.44, 3.72)
S (17.53, -19.95, 5.07)
C (16.30, -16.82, 10.43)
C (15.05, -11.29, 2.80)
H (12.89, -14.81, 4.46)
H (12.85, -20.54, 3.61)
H (18.73, -15.75, 10.00)
H (16.52, -18.57, 11.56)
H (14.79, -9.37, 3.79)
H (16.14, -14.94, 0.46)
H (19.81, -15.11, 7.75)
C (12.56, -17.10, 3.28)
H (15.91, -15.42, 6.06)
C (17.92, -22.68, 4.46)
C (12.05, -20.75, 0.53)
N (13.44, -16.66, 2.34)
H (17.92, -23.72, 4.86)
H (11.21, -18.18, -1.38)
H (10.39, -18.90, 5.98)
H (17.76, -21.77, 6.50)
H (17.70, -13.87, 5.00)
C (9.23, -14.22, 0.26)
H (13.36, -23.44, 0.20)
H (12.07, -12.44, 0.24)
C (11.19, -12.73, 0.80)
H (14.37, -17.55, 9.59)
C (13.62, -13.23, 3.14)
C (15.03, -20.09, 0.68)
C (14.18, -12.00, 3.59)
H (8.61, -13.32, 0.29)
H (12.03, -21.20, -0.47)
H (12.49, -17.94, -0.21)
C (10.94, -16.37, -0.32)
C (10.96, -18.36, 5.29)
H (13.96, -23.80, 1.86)
H (13.79, -11.60, 4.55)
H (16.44, -9.72, 3.33)
C (14.09, -13.74, 1.91)
C (7.18, -15.72, 0.07)
H (11.25, -21.25, 1.12)
H (10.66, -16.93, 2.25)
H (19.83, -20.35, 4.40)
H (16.13, -23.13, 3.34)
C (18.72, -15.31, 7.87)
C (12.52, -13.95, 3.84)
C (15.39, -9.83, 2.99)
C (10.59, -14.06, 0.45)
H (21.29, -19.66, 2.23)
H (12.76, -18.24, 6.51)
C (17.09, -22.66, 3.19)
C (18.18, -15.69, 9.08)
C (10.43, -18.06, 4.00)
C (9.56, -16.54, -0.42)
C (14.09, -23.17, 0.99)
H (18.89, -20.78, 2.13)
C (11.17, -17.33, 3.09)
Eu (15.07, -18.43, 2.61)
O (16.26, -19.72, 4.15)
H (15.28, -9.31, 2.06)
H (11.97, -13.30, 4.58)
C (15.92, -13.91, 0.19)
C (11.44, -15.22, 0.38)
H (19.36, -18.64, 4.28)
C (17.03, -18.16, 10.67)
C (19.06, -19.66, 3.97)
H (19.37, -14.65, 5.31)
H (16.35, -11.37, 1.00)
H (11.73, -14.38, 3.19)
H (16.55, -16.15, 11.27)
H (18.27, -19.15, 1.97)
H (9.20, -17.51, -0.73)
C (15.59, -11.90, 1.62)
H (20.29, -18.16, 1.99)
H (16.25, -21.92, 5.58)
C (20.37, -19.21, 1.82)
C (14.77, -17.01, 10.44)
C (8.68, -15.48, -0.04)
H (14.72, -19.28, 0.01)
H (18.12, -18.11, 10.78)
C (13.08, -17.49, 4.55)
H (16.87, -18.80, 9.80)
C (15.15, -13.13, 1.20)
C (19.07, -19.74, 2.45)
H (14.49, -17.55, 11.31)
H (15.08, -23.23, 0.53)
H (12.50, -17.01, -1.73)
H (17.64, -23.22, 2.42)
C (18.29, -14.80, 5.34)
C (16.84, -16.10, 9.19)
C (11.83, -17.43, -0.93)
H (16.91, -21.63, 2.87)
H (14.06, -17.05, 4.83)
H (20.34, -19.40, 0.71)
H (15.44, -13.87, -0.80)
H (18.97, -22.39, 4.35)
H (11.91, -19.66, 0.42)
F (16.46, -16.91, 1.80)

---

[3]
Computed, not measured: C19H35N5O4SSbSe4Si3Y as an isolated structure, with ωB97M-V/def2-TZVPD.

Frontier orbital gap   5.5 eV
Charge   -2
ΔE to the lowest compared entry with this formula, charge and spin   0.2925 eV

Element x y z (Å)
O (0.78, 0.42, -4.51)
O (2.14, 2.28, -3.66)
H (-2.07, 0.25, 3.62)
H (2.87, 1.62, 0.76)
H (4.81, -2.06, -1.53)
S (1.80, 0.89, -3.61)
H (-2.35, 0.58, -3.35)
H (-2.06, -2.21, 1.06)
H (6.36, -2.32, -3.47)
C (-2.00, 0.25, -2.37)
N (0.12, -4.35, 0.21)
C (2.46, -0.42, -1.63)
Se (-0.81, -4.10, 4.81)
Si (-3.04, 0.12, 1.29)
C (4.63, -1.55, -2.47)
H (-5.05, 1.63, 1.02)
H (-0.19, 1.24, 3.69)
H (0.27, 2.94, 3.62)
C (4.12, -0.20, -4.90)
H (-2.95, -1.81, -0.43)
H (-1.42, 2.51, 3.82)
H (-3.20, -1.05, 3.45)
H (2.60, -3.43, 2.03)
H (2.15, -2.80, 0.52)
H (-0.05, -5.42, 2.43)
N (0.91, -5.18, 2.20)
H (-3.75, 2.94, -2.68)
Y (0.02, -0.31, -0.11)
H (-3.80, 0.61, 3.60)
C (-3.80, 2.55, -1.67)
H (2.22, 2.96, 1.73)
H (3.91, 0.32, -5.82)
O (0.82, 1.74, 0.80)
H (2.13, 1.28, 2.34)
N (-0.09, -2.40, -1.27)
H (-0.81, 2.79, -3.05)
Si (-0.67, 2.32, 1.47)
H (1.50, -4.99, 3.02)
C (3.53, -0.73, -2.62)
C (-0.49, 2.22, 3.32)
Si (-2.13, 1.78, -1.23)
N (1.50, 0.40, -2.09)
C (-0.70, 4.18, 1.16)
H (-5.08, 0.32, -0.18)
N (2.20, -3.63, 1.11)
C (5.23, -1.02, -4.75)
H (0.13, 2.92, -1.56)
Se (0.90, -0.54, 6.11)
H (0.27, 4.61, 1.43)
H (-5.50, -0.02, 1.50)
H (-0.93, 4.48, 0.14)
C (1.07, -4.36, 1.17)
H (-1.22, 4.02, -1.86)
H (5.91, -1.15, -5.59)
O (2.40, -0.89, -0.48)
Sb (0.92, -2.41, 4.59)
H (-1.01, -0.16, -2.57)
H (-3.80, -2.18, 1.06)
C (-2.92, -1.67, 0.66)
H (-4.63, 1.84, -1.62)
C (2.08, 1.91, 1.45)
C (5.48, -1.69, -3.55)
C (3.28, -0.07, -3.81)
C (-4.83, 0.57, 0.86)
C (-1.81, 1.27, 0.51)
C (-0.88, 2.99, -1.98)
C (0.06, -3.33, -0.56)
C (-3.01, -0.01, 3.16)
Se (0.43, -1.33, 2.28)
Se (3.17, -3.37, 4.22)
H (-2.65, -0.56, -2.05)
H (-4.03, 3.38, -0.99)
H (-1.45, 4.62, 1.82)

---

| no. | largest force on an atom (eV Å⁻¹) |
| --- | --- |
| 1 | 6.20 |
| 2 | 2.83 |
| 3 | 0.65 |